Here is a molecular structure, C34H32Cl6CuF12N6O16S4 in a non-equilibrium geometry from the OMol25 dataset. Energies are from ωB97M-V/def2-TZVPD.

Atoms and positions in Å:
Cu  17.34  9.99  15.49
C  17.30  6.22  14.60
F  18.10  6.43  15.64
F  17.67  5.12  13.98
F  16.04  6.11  15.02
S  17.51  7.64  13.41
O  18.84  8.12  13.61
O  17.16  7.18  12.12
N  16.55  8.81  14.08
S  15.02  8.89  13.52
O  14.50  7.64  13.11
O  14.23  9.64  14.42
C  15.17  9.95  12.03
F  15.86  11.06  12.34
F  15.83  9.31  11.06
F  13.97  10.26  11.61
C  14.59  11.79  17.43
F  14.89  11.77  18.70
F  14.47  10.51  17.04
F  13.47  12.42  17.19
S  15.93  12.53  16.37
O  15.57  12.26  15.01
O  16.06  13.89  16.73
N  17.27  11.57  16.70
S  18.10  12.13  17.96
O  17.30  12.81  18.92
O  18.95  11.11  18.50
C  19.29  13.36  17.30
F  18.72  14.48  16.91
F  20.15  13.62  18.28
F  19.96  12.80  16.28
Cl  13.93  5.15  7.29
C  15.26  6.03  8.06
C  15.13  6.19  9.56
Cl  13.52  6.78  10.04
H  15.28  7.01  7.58
H  16.19  5.52  7.81
H  15.83  6.96  9.90
H  15.31  5.25  10.07
Cl  11.83  11.64  13.92
C  10.46  10.93  14.80
C  10.95  9.89  15.79
Cl  9.70  8.62  16.05
H  9.81  10.49  14.04
H  9.83  11.69  15.25
H  11.06  10.34  16.77
H  11.87  9.42  15.48
Cl  14.12  13.72  9.19
C  14.82  14.39  10.69
C  13.98  14.02  11.90
Cl  12.37  14.80  11.86
H  14.93  15.46  10.57
H  15.77  13.86  10.78
H  14.47  14.32  12.83
H  13.78  12.95  11.84
C  18.63  16.23  13.39
C  19.91  15.69  13.58
C  20.09  14.32  13.54
C  19.00  13.51  13.35
C  17.73  14.01  13.10
C  17.57  15.39  13.19
N  19.18  12.08  13.50
O  20.15  11.55  13.01
O  18.31  11.50  14.14
H  18.52  17.30  13.43
H  20.71  16.40  13.67
H  21.08  13.89  13.64
H  16.87  13.37  13.02
H  16.56  15.76  13.04
C  22.52  5.96  16.24
C  21.86  6.49  15.15
C  21.30  7.76  15.25
C  21.32  8.40  16.47
C  22.04  7.91  17.54
C  22.65  6.67  17.43
N  20.70  9.71  16.58
O  21.28  10.55  17.21
O  19.59  9.88  16.07
H  23.06  5.02  16.14
H  21.75  5.92  14.24
H  20.73  8.15  14.42
H  22.09  8.53  18.44
H  23.20  6.26  18.26
C  20.42  7.10  20.65
C  19.78  8.20  21.20
C  18.79  8.83  20.47
C  18.32  8.24  19.31
C  18.94  7.12  18.77
C  19.99  6.54  19.45
N  17.30  8.92  18.56
O  17.27  8.74  17.33
O  16.49  9.57  19.15
H  21.18  6.56  21.20
H  20.19  8.66  22.09
H  18.28  9.69  20.89
H  18.64  6.77  17.79
H  20.47  5.67  19.01
C  9.79  5.34  13.35
C  10.97  5.95  13.76
C  12.17  5.46  13.28
C  12.17  4.39  12.41
C  11.01  3.73  12.06
C  9.80  4.22  12.53
N  13.41  4.01  11.74
O  14.46  4.31  12.29
O  13.34  3.39  10.71
H  8.86  5.75  13.73
H  10.90  6.82  14.40
H  13.11  5.98  13.46
H  10.97  2.87  11.40
H  8.85  3.83  12.19

Maximum force, eV/A: 2.9
Multiplicity: 2
Charge: 0
Orbital gap (spin up / spin down), Eh: 0.2991 / 0.2201

=====

Here is a molecular structure, C34H32CoO3SSb from the OMol25 dataset. Energies are from ωB97M-V/def2-TZVPD.

Atoms and positions in Å:
Co  -0.30  0.66  0.34
O  1.60  0.29  0.02
C  2.27  -0.11  1.29
C  1.13  -0.45  2.31
O  1.40  -0.82  3.42
O  -0.10  -0.30  1.88
C  3.10  -1.33  0.96
C  2.57  -2.61  1.13
C  3.30  -3.72  0.73
C  4.56  -3.55  0.16
C  5.09  -2.28  0.00
C  4.36  -1.17  0.40
C  3.09  1.07  1.79
C  3.74  0.95  3.01
C  4.50  1.99  3.50
C  4.62  3.17  2.76
C  3.99  3.28  1.54
C  3.22  2.23  1.05
H  1.88  -0.35  -0.66
H  1.60  -2.75  1.58
H  2.90  -4.71  0.87
H  5.13  -4.42  -0.14
H  6.07  -2.15  -0.43
H  4.78  -0.18  0.29
H  3.64  0.03  3.58
H  5.00  1.89  4.45
H  5.22  3.98  3.14
H  4.10  4.18  0.95
H  2.77  2.32  0.07
C  0.29  3.68  -1.12
S  -0.21  2.97  0.46
C  -1.84  3.72  0.63
H  -0.46  3.48  -1.88
H  1.24  3.23  -1.41
H  0.43  4.75  -1.00
H  -1.71  4.79  0.80
H  -2.32  3.28  1.50
H  -2.45  3.55  -0.26
C  -5.03  2.82  -3.27
C  -5.36  3.01  -1.94
C  -4.75  2.26  -0.95
C  -3.80  1.29  -1.29
C  -3.47  1.11  -2.63
C  -4.08  1.87  -3.61
Sb  -2.81  0.13  0.18
C  -3.82  0.59  1.96
C  -5.21  0.62  2.01
C  -5.86  0.92  3.20
C  -5.11  1.18  4.35
C  -3.73  1.14  4.30
C  -3.08  0.85  3.11
C  -3.42  -1.85  -0.21
C  -4.07  -2.58  0.78
C  -4.49  -3.87  0.52
C  -4.27  -4.44  -0.72
C  -3.62  -3.72  -1.71
C  -3.19  -2.43  -1.46
H  -5.51  3.41  -4.04
H  -6.10  3.75  -1.67
H  -5.03  2.42  0.08
H  -2.73  0.38  -2.92
H  -3.82  1.71  -4.65
H  -5.80  0.40  1.13
H  -6.94  0.93  3.24
H  -5.62  1.41  5.28
H  -3.15  1.33  5.19
H  -2.00  0.79  3.09
H  -4.25  -2.14  1.75
H  -4.99  -4.44  1.29
H  -4.60  -5.45  -0.92
H  -3.44  -4.17  -2.68
H  -2.67  -1.89  -2.24

Maximum force, eV/A: 0.7
Multiplicity: 2
Charge: +1
Orbital gap (spin up / spin down), Eh: 0.2727 / 0.2963

=====

Here is a molecular structure, C34H32CsF5IP3Se from the OMol25 dataset. Energies are from ωB97M-V/def2-TZVPD.

Atoms and positions in Å:
Cs  -0.82  0.23  -0.03
I  1.74  0.01  -2.94
C  1.47  1.79  -4.03
C  2.56  2.62  -3.98
C  2.65  3.75  -4.81
C  1.67  3.98  -5.72
C  0.53  3.15  -5.79
C  -0.45  3.41  -6.79
C  -1.56  2.65  -6.89
C  -1.79  1.65  -5.92
C  -0.91  1.36  -4.92
P  -1.55  0.34  -3.51
C  -1.38  -1.40  -4.06
C  -1.92  -2.38  -3.23
C  -1.75  -3.73  -3.52
C  -1.03  -4.11  -4.64
C  -0.49  -3.14  -5.47
C  -0.66  -1.79  -5.19
C  -3.36  0.60  -3.57
C  -3.84  1.65  -2.80
C  -5.21  1.93  -2.72
C  -6.10  1.13  -3.42
C  -5.63  0.07  -4.19
C  -4.27  -0.20  -4.26
C  0.35  2.06  -4.88
H  3.38  2.38  -3.31
H  3.51  4.40  -4.73
H  1.74  4.81  -6.42
H  -0.26  4.24  -7.47
H  -2.30  2.83  -7.66
H  -2.74  1.13  -5.96
H  -2.48  -2.09  -2.35
H  -2.19  -4.48  -2.87
H  -0.89  -5.16  -4.87
H  0.08  -3.43  -6.35
H  -0.23  -1.04  -5.84
H  -3.15  2.27  -2.23
H  -5.55  2.74  -2.10
H  -7.16  1.32  -3.36
H  -6.33  -0.56  -4.73
H  -3.92  -1.04  -4.85
C  2.33  -3.56  -1.42
P  1.02  -3.00  -0.27
C  0.09  -4.57  -0.06
C  2.01  -2.97  1.30
C  1.21  -3.01  2.61
P  -0.01  -1.64  2.87
C  1.12  -0.27  3.34
C  -0.68  -2.16  4.50
H  3.11  -2.79  -1.48
H  1.91  -3.69  -2.42
H  2.79  -4.50  -1.10
H  0.72  -5.38  0.30
H  -0.35  -4.85  -1.02
H  -0.73  -4.41  0.65
H  2.64  -2.07  1.26
H  2.69  -3.82  1.28
H  1.92  -3.02  3.45
H  0.65  -3.95  2.67
H  1.75  -0.52  4.19
H  0.55  0.63  3.56
H  1.78  -0.05  2.49
H  0.10  -2.43  5.22
H  -1.34  -3.02  4.35
H  -1.28  -1.34  4.90
F  -5.79  6.24  1.74
C  -4.71  5.46  1.82
C  -3.75  5.67  2.78
F  -3.91  6.68  3.65
C  -2.64  4.85  2.86
F  -1.75  5.12  3.82
C  -2.44  3.79  1.98
Se  -0.92  2.68  2.06
C  -3.43  3.61  1.02
F  -3.32  2.61  0.12
C  -4.54  4.42  0.93
F  -5.46  4.20  -0.03

Maximum force, eV/A: 0.6
Charge: 0
Orbital gap, Eh: 0.2316

=====

Here is a molecular structure, C34H32F4FeN6OS in a non-equilibrium geometry from the OMol25 dataset. Energies are from ωB97M-V/def2-TZVPD.

Atoms and positions in Å:
Fe  1.11  -0.26  -0.31
C  -3.19  1.91  -3.10
C  -3.37  0.55  -2.89
C  -2.29  -0.26  -2.58
C  -1.00  0.26  -2.46
C  -0.83  1.63  -2.67
C  -1.91  2.44  -2.99
N  0.10  -0.54  -2.06
C  0.07  -1.84  -2.37
C  -0.42  -2.39  -3.60
C  -0.39  -3.73  -3.83
C  0.11  -4.65  -2.86
C  0.61  -4.18  -1.69
C  0.60  -2.78  -1.44
N  1.06  -2.19  -0.30
N  1.38  -2.90  0.71
C  1.86  -2.06  1.75
C  2.12  -2.63  2.99
C  2.55  -1.80  4.01
C  2.72  -0.45  3.76
C  2.46  0.02  2.49
N  2.03  -0.76  1.50
H  -4.03  2.55  -3.34
H  -4.36  0.12  -2.96
H  -2.46  -1.32  -2.39
H  0.15  2.05  -2.58
H  -1.74  3.50  -3.14
H  -0.80  -1.71  -4.36
H  -0.75  -4.12  -4.78
H  0.11  -5.71  -3.07
H  1.01  -4.84  -0.93
H  1.97  -3.69  3.12
H  2.74  -2.21  4.99
H  3.05  0.23  4.53
H  2.60  1.07  2.23
C  4.13  0.18  -0.29
N  3.05  -0.19  -1.21
C  3.42  -1.38  -1.98
C  2.78  0.92  -2.14
C  2.28  2.15  -1.42
N  1.33  1.74  -0.39
C  0.72  2.71  0.33
C  0.08  2.44  1.57
F  0.12  1.19  2.08
C  -0.54  3.39  2.34
F  -1.09  3.00  3.51
C  -0.59  4.72  1.98
C  0.02  5.03  0.79
F  0.01  6.31  0.36
C  0.64  4.09  -0.01
F  1.15  4.56  -1.17
H  5.03  0.47  -0.85
H  3.81  1.01  0.33
H  4.37  -0.66  0.35
H  4.27  -1.17  -2.64
H  3.70  -2.19  -1.30
H  2.59  -1.71  -2.59
H  3.68  1.18  -2.72
H  2.03  0.55  -2.84
H  3.12  2.69  -0.96
H  1.89  2.81  -2.19
H  -1.08  5.47  2.59
C  -2.57  -2.54  0.60
S  -1.45  -1.43  1.44
O  -0.98  -0.48  0.37
C  -2.65  -0.49  2.37
C  -3.01  0.76  1.90
C  -3.92  1.51  2.64
C  -4.45  1.00  3.82
C  -4.07  -0.25  4.28
C  -3.16  -1.01  3.55
H  -3.19  -1.93  -0.06
H  -3.17  -3.06  1.34
H  -1.96  -3.24  0.03
H  -2.57  1.13  0.99
H  -4.20  2.49  2.29
H  -5.16  1.59  4.39
H  -4.48  -0.64  5.20
H  -2.85  -1.98  3.91

Maximum force, eV/A: 1.2
Charge: 0
Orbital gap (spin up / spin down), Eh: 0.2063 / 0.2062

=====

So what do the calculations give for DFT total energy? Going down the list: -10039.5422 -3561.5013 -5557.4631 -3779.9092 a.u..